# 1
Density functional theory data (ωB97M-V/def2-TZVPD) for 2 unconnected molecules or ions with the total composition C5H12S in a non-equilibrium geometry.

As for the SMILES: C=CC.CCS. Its LUMO energy is 0.886 eV. The relative energy (zero: lowest compared OMol25 entry of this formula, charge and spin) is 2.0245 eV. The calculation puts the highest occupied orbital energy at -0.3292 Ha.

XYZ file:
```
18
Properties=species:S:1:pos:R:3:nbo_charge:R:1
C -1.2370 -1.3855 -0.4690 -0.650
C -1.3149 -1.1496 -1.9825 -0.429
S 0.4215 -1.1905 -2.9077 -0.197
H -0.3491 -1.9133 -0.1443 0.224
H -1.3610 -0.5752 0.2474 0.217
H -2.0644 -2.0469 -0.1439 0.214
H -1.4957 -0.1178 -2.2548 0.237
H -1.7997 -2.0232 -2.4137 0.235
H 1.5636 -0.8542 -2.1954 0.150
C 0.2404 2.0758 0.8749 -0.661
C 1.3217 1.3620 1.6586 -0.165
C 1.2483 0.0653 1.9945 -0.410
H -0.7541 1.9073 1.2852 0.218
H 0.3213 1.7657 -0.1577 0.222
H 0.4696 3.1631 0.8978 0.216
H 2.3217 1.8239 1.6514 0.193
H 2.1113 -0.4525 2.3729 0.203
H 0.3564 -0.4544 1.6862 0.184
```

***

# 2
Density functional theory data (ωB97M-V/def2-TZVPD) for 2 unconnected molecules or ions with the total composition CH6NO2 in a non-equilibrium geometry.

The multiplicity is 2. Its LUMO energy (spin up / spin down) is -9.464 / -17.487 eV. The relative energy (zero: lowest compared OMol25 entry of this formula, charge and spin) is 1.4562 eV. The total charge is +2. The calculation puts the highest occupied orbital energy (spin up / spin down) at -0.8221 / -0.8062 Ha.

XYZ file:
```
10
Properties=species:S:1:pos:R:3:nbo_charge:R:1
O 0.0730 1.5435 1.6658 -0.228
H -0.4797 1.5172 2.5067 0.562
H 0.8629 2.1360 1.8751 0.570
H 0.3143 -0.4356 0.9073 0.503
C 0.3608 -1.0945 -0.9312 0.575
N -0.7006 -0.4858 -1.4131 -0.637
O 0.8438 -0.9368 0.2569 -0.521
H 0.7837 -1.8458 -1.5870 0.263
H -1.1361 0.2810 -0.8887 0.433
H -0.9221 -0.6790 -2.3918 0.481
```